# 1
Entry from OMol25: C3H9N2O2S as an isolated structure at a distorted geometry (ωB97M-V with the def2-TZVPD basis set).

XYZ file:
```
17
Properties=species:S:1:pos:R:3:mulliken_charge:R:1
O 1.14 -1.40 -0.12 -0.204
H -0.13 0.85 1.14 0.391
H 2.20 0.02 0.85 0.218
O -3.15 0.78 0.02 -0.475
H -0.24 2.41 0.26 0.366
C -0.20 -0.88 -0.58 0.599
H -0.05 -1.38 -1.57 0.332
H 2.01 -1.46 1.71 0.234
H -0.54 0.78 -1.89 0.289
C -0.02 0.59 -0.85 -0.994
C -1.64 -1.30 -0.05 -0.614
N -0.47 1.37 0.35 -0.378
H -1.76 -2.42 -0.03 0.308
H 0.99 0.84 -1.07 0.506
H -1.80 1.27 0.27 0.467
N 1.65 -0.81 1.01 -0.452
S -3.20 -0.76 0.11 0.407
```

Results
Spin multiplicity: 3
⟨S²⟩: 2.01
Net charge: +1


# 2
Entry from OMol25: a 3-piece molecular cluster, C2H7NO2 overall at a distorted geometry (ωB97M-V with the def2-TZVPD basis set).

XYZ file:
```
12
Properties=species:S:1:pos:R:3:mulliken_charge:R:1
N -0.64 -0.95 -0.87 -0.520
H -0.64 1.38 -1.47 0.239
H 0.23 -1.38 -1.20 0.265
H 1.67 0.68 0.46 0.270
H -0.77 1.03 0.34 0.263
H -1.20 -1.65 -0.38 0.295
H 1.83 1.36 -1.26 0.278
O -0.37 -0.41 1.99 -0.280
C 1.19 1.06 -0.44 -0.557
C -0.17 1.01 -0.57 -0.366
O 0.06 -1.34 1.05 -0.218
H -1.19 -0.78 2.35 0.332
```

Results
Energy above the lowest of the compared OMol25 structures with the same formula, charge and spin, kJ/mol: 876.7


# 3
Entry from OMol25: an isolated molecule of C4H7Cl at a distorted geometry (ωB97M-V with the def2-TZVPD basis set).

XYZ file:
```
12
Properties=species:S:1:pos:R:3:mulliken_charge:R:1
C 0.03 -0.27 0.24 0.748
H -0.91 -2.14 1.22 0.224
H -0.63 0.34 2.28 0.226
C 1.34 -0.50 0.85 -0.615
H 0.72 1.61 1.35 0.223
H 2.21 -0.09 0.19 0.204
H -0.84 -2.17 -0.61 0.386
C -0.86 -1.46 0.15 -1.193
C 0.35 0.48 1.42 -0.501
H 1.55 -1.28 1.51 0.280
H -1.97 -1.14 -0.01 0.288
Cl -0.32 0.90 -1.29 -0.269
```

Results
Energy above the lowest of the compared OMol25 structures with the same formula, charge and spin, kJ/mol: 256.2
SMILES string: CC1(Cl)CC1


# 4
Entry from OMol25: a 2-piece molecular cluster, C9H14 overall at a distorted geometry (ωB97M-V with the def2-TZVPD basis set).

XYZ file:
```
23
Properties=species:S:1:pos:R:3:mulliken_charge:R:1
H 0.20 -2.22 -2.03 0.371
H 1.59 2.50 0.91 0.256
H 1.16 1.65 -0.65 0.199
H -3.48 -0.03 -1.82 0.344
H -3.06 0.44 0.58 0.317
C 1.94 2.05 -0.01 -0.729
H 2.43 0.07 0.70 0.122
C -0.53 -1.65 -1.47 -0.661
H 0.67 -1.67 0.26 0.296
C -0.94 -0.44 2.09 -1.367
C -1.20 -0.60 0.61 0.841
H -0.73 -1.40 2.53 0.329
C -1.67 -1.16 -2.08 -0.368
C -2.36 -0.15 -0.01 -0.430
H 3.51 0.57 -0.60 0.307
H -1.90 -1.34 -3.13 0.377
H 3.72 1.14 0.98 0.339
C -0.28 -1.33 -0.14 -0.157
H 2.48 2.85 -0.54 0.324
C -2.58 -0.42 -1.36 -0.530
H -1.80 0.00 2.59 0.382
C 2.94 0.94 0.25 -0.810
H -0.08 0.20 2.34 0.247
```

Results
Energy above the lowest of the compared OMol25 structures with the same formula, charge and spin, kJ/mol: 21.0
SMILES string: Cc1ccccc1.CC


# 5
Entry from OMol25: C5H8OS as an isolated structure at a distorted geometry (ωB97M-V with the def2-TZVPD basis set).

XYZ file:
```
15
Properties=species:S:1:pos:R:3:mulliken_charge:R:1
C -0.97 0.09 -0.35 -0.043
O -0.03 -0.15 1.53 -0.425
C -0.15 -1.01 0.35 -0.335
S -2.73 -0.13 0.17 -0.265
H -0.83 -1.97 0.54 0.410
C 1.18 -0.90 -0.20 -0.536
H -0.21 1.99 0.86 0.428
H 1.23 -1.33 -1.22 0.306
H -0.82 0.12 -1.46 0.266
C 1.32 0.60 -0.16 -0.599
H 1.42 1.17 -1.20 0.229
H 1.85 -1.34 0.57 0.267
C -0.01 0.92 0.53 -0.141
H 2.16 1.04 0.46 0.304
H -3.41 0.89 -0.42 0.134
```

Results
Energy above the lowest of the compared OMol25 structures with the same formula, charge and spin, kJ/mol: 218.6


# 6
Entry from OMol25: a 2-piece molecular cluster, CH4N2O2S overall at a distorted geometry (ωB97M-V with the def2-TZVPD basis set).

XYZ file:
```
10
Properties=species:S:1:pos:R:3:mulliken_charge:R:1
H 1.18 1.07 2.06 0.141
O 0.54 -1.62 0.68 -0.519
N -0.81 0.20 -0.76 -0.626
H -1.78 0.49 -0.43 0.233
H 1.12 -0.01 -0.33 0.359
C 0.12 0.51 -0.05 0.079
S 0.07 1.51 1.44 -0.205
O -0.22 -3.41 -0.23 -0.538
N -0.13 -2.22 -0.14 0.747
H -0.79 -1.55 -0.69 0.330
```

Results
Energy above the lowest of the compared OMol25 structures with the same formula, charge and spin, kJ/mol: 383.8
SMILES string: O=[NH+][O-].[H]/N=C\S


Listing calculated total energy for the structures above in their given order: -777.38011, -285.33788, -616.67995, -351.32220, -668.65529, -698.52913 Eh.